No. 1
C16H24BiN2Si | the ωB97M-V functional and the def2-TZVPD basis

ORCA input file:
```
! RIJCOSX wB97M-V def2-TZVPD def2/J DEFGRID3
* xyz -1 1
Bi -0.021 -0.246 -1.385
C -1.698 -1.088 2.103
C -0.973 0.092 1.749
Si 1.868 0.175 1.349
C 0.156 1.121 -4.308
H 0.458 -2.523 -3.637
C -2.813 -1.055 2.959
C 0.578 -2.788 -2.583
C -2.507 1.347 3.224
H 1.932 2.621 1.647
C -0.618 -3.207 -1.818
H 3.290 -1.268 2.737
C -1.241 1.234 -3.989
H -0.876 2.203 2.036
H 1.965 2.201 -3.496
C -3.236 0.177 3.512
C 0.884 2.014 -3.468
C -1.398 1.299 2.366
H 3.091 1.780 2.701
H 1.614 -3.002 -2.250
C 2.230 -1.364 2.370
H -2.341 2.424 -2.349
C 2.056 1.758 2.324
H -3.329 -1.998 3.199
H 2.157 -2.287 1.723
H 0.191 3.312 -1.741
H 2.742 1.104 -0.774
H 0.540 0.631 -5.206
H -1.434 -1.966 1.487
H 2.803 -0.708 -0.782
N 0.152 0.009 0.926
H -3.995 0.160 4.292
H -2.793 2.319 3.680
H 1.552 -1.442 3.268
H 1.367 1.810 3.185
C -1.375 2.051 -2.805
C -0.021 2.517 -2.477
N -1.510 -1.755 -1.023
H -1.414 -3.734 -2.460
H -0.371 -3.919 -0.947
H 3.948 0.225 0.198
H -2.089 0.736 -4.509
C 2.907 0.201 -0.169
H -2.428 -1.172 -0.862
*
```

Results
LUMO level (alpha / beta)   3.04 / 3.04 eV
HOMO-LUMO gap (alpha / beta)   0.2365 / 0.2365 hartree


No. 2
C5H14NO2Si | the ωB97M-V functional and the def2-TZVPD basis

ORCA input file:
```
! RIJCOSX wB97M-V def2-TZVPD def2/J DEFGRID3
* xyz 1 1
H -3.378 -2.225 0.814
Si -1.512 1.068 -0.136
H 2.019 1.924 0.493
O -1.084 2.198 0.882
H 3.450 -1.158 0.825
C 2.503 -1.250 0.361
C 0.543 -0.332 -0.973
C -2.536 -0.373 0.596
O -1.981 1.583 -1.635
H -1.094 3.226 0.979
H -2.534 1.238 -2.333
H 0.594 1.099 0.563
C 1.896 -0.020 -0.419
H 2.581 0.449 -1.039
H 2.866 -1.959 -0.447
H 1.785 -1.792 0.936
H 0.237 -1.233 -0.538
H 1.948 0.500 1.565
H 0.429 -0.223 -2.044
N 1.611 0.998 0.751
H -2.545 -1.983 -0.806
H -2.972 -0.137 1.469
C -2.827 -1.598 0.136
*
```

Results
LUMO level   -3.13 eV
HOMO-LUMO gap   0.3388 hartree
Relative energy (zero: lowest compared OMol25 entry of this formula, charge and spin)   159.1 kJ/mol


No. 3
C6H9N4O3P | the ωB97M-V functional and the def2-TZVPD basis

ORCA input file:
```
! RIJCOSX wB97M-V def2-TZVPD def2/J DEFGRID3
* xyz 0 1
H -4.676 -1.537 -1.003
H 5.145 0.403 -0.228
O -1.104 -0.678 0.167
H -2.971 -1.119 -1.102
H 1.022 -1.354 -0.295
C 3.037 -0.576 -0.152
C 1.663 -0.357 -0.026
N -1.114 0.542 0.226
H -4.588 0.304 2.251
C 2.106 1.946 0.342
C 1.208 0.891 0.130
O -2.497 1.053 0.293
H -3.695 -1.059 1.953
C 3.999 0.402 0.030
H 1.770 2.893 0.625
N -3.933 -0.836 -1.082
H 4.266 2.493 0.603
N -4.446 -0.435 1.537
O -4.988 1.422 -0.266
N -0.122 1.283 0.194
P -4.102 0.301 0.093
C 3.449 1.673 0.334
H 3.420 -1.557 -0.461
*
```

Results
Structure (SMILES)   NP(N)(=O)O/[N+]([O-])=N/c1ccccc1
LUMO level   -0.15 eV
HOMO-LUMO gap   0.3341 hartree
Relative energy (zero: lowest compared OMol25 entry of this formula, charge and spin)   72.3 kJ/mol


No. 4
C4H12NO | the ωB97M-V functional and the def2-TZVPD basis

ORCA input file:
```
! RIJCOSX wB97M-V def2-TZVPD def2/J DEFGRID3
* xyz 2 2
H 0.489 1.919 2.642
H 0.386 -0.978 -2.243
H 1.115 0.169 0.411
H 2.330 -1.995 -2.617
H -1.572 -0.203 1.757
H 0.082 -0.494 2.427
O 1.464 -2.132 -2.204
N -0.084 -0.036 -1.953
H -0.739 0.141 -2.722
H 1.456 -3.074 -1.968
H -1.031 1.479 3.421
H -0.998 2.359 1.859
C -0.523 1.592 2.463
C -0.536 0.158 1.783
H -1.812 0.203 -0.818
C 0.036 0.154 0.481
C -0.740 0.092 -0.679
H 0.677 0.648 -2.039
*
```

Results
⟨S²⟩   0.757
LUMO level (alpha / beta)   -9.55 / -13.37 eV
HOMO-LUMO gap (alpha / beta)   0.4059 / 0.2712 hartree
Relative energy (zero: lowest compared OMol25 entry of this formula, charge and spin)   74.9 kJ/mol